Record 1
This record from the Open Molecules 2025 dataset describes a 22-piece molecular cluster, C54H161N9O31 overall in a non-equilibrium geometry. The level of theory is ωB97M-V/def2-TZVPD.

Summary:
gap between HOMO and LUMO	8.6391	eV
molar mass	1432.91	g/mol
total energy	-135481.596	eV
energy relative to the best compared isomer or geometry (same formula, charge and spin)	0.0	kcal per mole
E_HOMO	-8.396	eV

ORCA input file:
```
! RIJCOSX wB97M-V def2-TZVPD def2/J DEFGRID3
* xyz 0 1
C -11.52014 -0.37559 -2.94846
O -11.53980 0.87442 -2.27256
C -12.28351 1.10215 -1.10103
C -12.00142 2.50148 -0.56279
N -10.60652 2.79554 -0.64913
C -10.24685 4.22573 -0.61322
C -8.75365 4.40977 -0.84910
O -8.37611 4.09681 -2.19917
C -7.00582 4.32901 -2.44484
H -12.54924 -0.75747 -3.07430
H -10.99995 -1.13575 -2.37147
H -11.04777 -0.18453 -3.92384
H -11.96286 0.38290 -0.31613
H -13.36421 0.98134 -1.33058
H -12.40127 2.55552 0.49984
H -12.61957 3.21544 -1.09319
H -10.15726 2.38745 -1.46163
H -10.50586 4.52815 0.40598
H -10.77945 4.89374 -1.32897
H -8.16210 3.75562 -0.21129
H -8.46972 5.42319 -0.53147
H -6.44929 3.96428 -1.57773
H -6.80164 5.40380 -2.50238
H -6.66479 3.74091 -3.32962
C 1.79535 -2.76243 -4.89924
O 2.69641 -3.89363 -4.92562
C 3.67521 -3.88675 -6.01388
C 2.89446 -4.15556 -7.33135
N 2.01506 -5.26534 -7.21828
C 1.33463 -5.63975 -8.42780
C 0.01306 -6.30301 -8.14782
O -0.75089 -5.35847 -7.40322
C -1.78269 -5.97331 -6.65391
H 0.82132 -3.04792 -5.28689
H 2.14403 -1.98489 -5.56083
H 1.76230 -2.30044 -3.90291
H 4.31483 -4.72146 -5.72816
H 4.23302 -2.95029 -6.00139
H 3.60422 -4.36089 -8.15986
H 2.35786 -3.20434 -7.57813
H 1.29307 -5.09862 -6.50027
H 1.93600 -6.20627 -9.12903
H 1.09516 -4.70227 -8.99370
H 0.18042 -7.20920 -7.59455
H -0.49479 -6.54532 -9.03814
H -2.36062 -5.17766 -6.25643
H -1.21634 -6.54999 -5.93788
H -2.43836 -6.58681 -7.25137
C 1.78366 -6.71983 7.52478
O 2.22741 -5.77997 6.63065
C 3.38870 -6.28100 5.95889
C 3.82334 -5.19930 4.97674
N 2.84147 -5.05890 3.91372
C 3.21544 -4.07169 2.88310
C 3.36771 -2.59796 3.32319
O 2.18976 -2.18868 3.99386
C 2.40917 -0.96397 4.65379
H 0.82341 -6.33102 7.87692
H 2.48952 -6.90166 8.36087
H 1.51380 -7.66454 6.93771
H 3.07918 -7.10768 5.34620
H 4.14858 -6.56974 6.72316
H 4.77498 -5.47222 4.52190
H 3.99791 -4.35457 5.59699
H 1.92415 -4.88946 4.26861
H 2.47203 -4.21497 2.10972
H 4.18063 -4.37853 2.53326
H 3.60255 -1.96818 2.43209
H 4.27381 -2.52702 3.93137
H 3.18054 -1.15191 5.41363
H 1.48326 -0.60835 5.07700
H 2.90355 -0.35145 3.94742
C 10.53583 4.70872 -1.75069
O 9.27510 4.13604 -1.62017
C 8.70411 4.30787 -0.35152
C 7.22393 3.88664 -0.51579
N 7.03971 2.47865 -0.58535
C 5.76126 2.05339 -1.02263
C 5.84689 0.66078 -1.54543
O 6.82861 0.56516 -2.59299
C 6.52461 -0.40470 -3.60649
H 11.16221 4.38824 -0.88193
H 10.50310 5.81021 -1.74423
H 11.02558 4.43344 -2.70151
H 8.81263 5.31574 0.03800
H 9.23037 3.74276 0.40565
H 6.84355 4.39017 -1.41662
H 6.67133 4.31169 0.34337
H 7.70582 2.03890 -1.18852
H 5.31794 2.68609 -1.83963
H 5.07303 2.09013 -0.15666
H 4.84568 0.38652 -1.92708
H 6.04140 -0.03215 -0.75087
H 7.44710 -0.35698 -4.22463
H 5.64911 -0.11326 -4.20723
H 6.40271 -1.39153 -3.23213
C -3.67699 -0.29835 2.22736
O -4.81508 -0.06793 1.41703
C -5.68881 0.96291 1.95693
C -6.95148 0.88424 1.10110
N -7.54397 -0.44164 1.13688
C -8.79058 -0.55526 0.38609
C -9.16793 -2.02811 0.23521
O -8.47324 -2.64511 -0.84383
C -7.68084 -3.76353 -0.52310
H -3.15249 0.67439 2.40763
H -3.09746 -1.04448 1.66939
H -3.92312 -0.70746 3.22161
H -5.23304 1.93678 1.83348
H -5.91509 0.78893 3.01963
H -6.79989 1.17866 0.01265
H -7.73247 1.51232 1.54368
H -6.78448 -1.11312 0.83151
H -8.69703 -0.03091 -0.63799
H -9.56319 -0.11130 1.04416
H -10.25787 -2.11225 0.10692
H -8.99519 -2.58823 1.18409
H -8.31968 -4.66618 -0.19658
H -7.02236 -3.51349 0.30329
H -7.13014 -4.02608 -1.39716
C -5.00204 5.87439 0.65391
O -4.33202 7.05739 0.91452
C -3.05241 6.99176 1.53697
C -2.45765 8.36191 1.47723
N -2.34076 8.74566 0.05695
C -2.21161 10.18015 -0.21619
C -2.32095 10.48534 -1.69281
O -3.72865 10.53659 -2.05426
C -4.26727 9.46483 -2.82147
H -4.46874 5.12113 0.06300
H -5.88942 6.24266 0.06794
H -5.27457 5.47690 1.64315
H -2.37783 6.32951 0.92235
H -3.13427 6.67646 2.56151
H -1.47215 8.35381 1.92087
H -3.05108 9.10263 1.99593
H -3.03570 8.31500 -0.53438
H -1.23891 10.49861 0.21137
H -2.89811 10.83276 0.39381
H -1.82610 9.70051 -2.28414
H -1.84794 11.47334 -1.87116
H -4.21930 8.48995 -2.33758
H -3.76517 9.27823 -3.77379
H -5.35166 9.62793 -3.03313
C 4.73576 1.85932 3.96526
O 5.80834 0.96410 4.03359
C 6.56117 0.99535 2.86532
C 7.73768 0.00351 3.02588
N 7.14067 -1.32033 3.41061
C 8.10971 -2.34101 3.74830
C 7.46726 -3.69723 3.98591
O 6.65821 -4.07912 2.88015
C 7.42326 -4.55947 1.80397
H 4.07427 1.78981 3.07924
H 5.12582 2.88598 4.02089
H 4.09986 1.66606 4.84833
H 7.00732 2.01411 2.66878
H 6.02349 0.85031 1.91331
H 8.39166 0.38380 3.80429
H 8.32634 -0.10243 2.13463
H 6.47353 -1.16346 4.16729
H 8.66141 -2.09549 4.65707
H 8.89065 -2.44483 3.01161
H 6.85981 -3.61048 4.89982
H 8.19644 -4.53193 4.19867
H 8.18150 -3.84201 1.37889
H 6.64222 -4.72870 1.06976
H 7.90440 -5.48367 2.07001
C -1.35632 -1.16304 -2.86808
O -1.90226 -2.13871 -1.94545
C -0.99203 -2.71496 -1.06380
C -1.54978 -3.99005 -0.46642
N -0.61162 -4.51943 0.56404
C -1.27050 -5.42820 1.49345
C -0.38866 -5.80164 2.65880
O -1.17992 -6.71412 3.37545
C -0.66819 -7.01414 4.68705
H -0.52496 -1.60590 -3.45088
H -0.97274 -0.36664 -2.25666
H -2.24414 -0.89751 -3.49545
H -0.79920 -1.97172 -0.27946
H -0.08873 -2.96019 -1.61808
H -1.72776 -4.79800 -1.18697
H -2.51004 -3.70225 -0.00437
H -0.27700 -3.72256 1.07915
H -1.56129 -6.33108 0.92514
H -2.18711 -5.01261 1.93912
H -0.14770 -4.93022 3.27046
H 0.55163 -6.24688 2.28881
H 0.33345 -7.39148 4.63058
H -1.38063 -7.74798 5.08367
H -0.72199 -6.13820 5.31029
C 2.40025 -2.10053 -0.31119
O 2.03204 -0.70755 -0.38494
C 2.58366 0.04149 0.73525
C 2.37778 1.52164 0.45403
N 0.94253 1.72168 0.22015
C 0.41231 3.09445 0.20271
C -1.11777 3.08800 0.24612
O -1.55494 2.54165 -0.96283
C -2.70041 1.71896 -0.89680
H 2.16351 -2.52084 -1.28517
H 1.83591 -2.62745 0.48424
H 3.45375 -2.22810 -0.01521
H 3.62531 -0.24402 0.80700
H 2.10107 -0.29118 1.65944
H 2.98207 1.78186 -0.45950
H 2.72802 2.15269 1.22846
H 0.67697 1.22425 -0.62568
H 0.64179 3.73936 -0.66272
H 0.90015 3.57863 1.05250
H -1.59649 4.03602 0.54537
H -1.34855 2.40801 1.07959
H -2.82571 1.22050 -1.83602
H -3.56187 2.26218 -0.52158
H -2.42442 0.97514 -0.18449
O -0.06080 5.09531 3.18164
H -0.19767 5.67869 2.42601
H -0.89726 5.10933 3.64553
O 3.53231 -4.64043 -2.38790
H 2.89584 -5.11627 -1.85726
H 3.18871 -4.61252 -3.29816
O -4.46328 -0.55851 -1.55227
H -3.87638 -1.32270 -1.50568
H -4.68629 -0.39593 -0.64024
O 0.11643 2.29570 -3.39050
H -0.61689 2.53546 -2.81680
H -0.08340 1.47366 -3.76094
O 5.67028 -4.15130 -0.89424
H 4.93378 -3.61191 -1.12565
H 5.51528 -4.82003 -1.60005
O 1.44003 -5.89298 -1.08838
H 1.55392 -6.74279 -0.61682
H 0.83602 -5.36513 -0.45126
O 5.53022 -1.50340 1.03347
H 5.61285 -2.36042 0.65506
H 6.00656 -1.53381 1.89870
O 2.22417 0.42466 -2.92565
H 2.37063 -0.20650 -2.22183
H 1.65563 1.12784 -2.65770
O -0.09404 7.18244 0.31109
H -0.75697 7.84598 -0.02576
H -0.15693 6.42125 -0.21859
O 2.71076 5.81693 -0.51517
H 3.24227 5.86787 -1.27887
H 2.96443 6.62472 -0.04730
O -0.05727 1.23785 2.93987
H 0.56428 1.86786 3.31157
H 0.07449 1.27573 1.98537
O 1.99978 3.18838 4.36583
H 1.64986 3.89707 3.75878
H 2.23791 3.56896 5.22231
O 0.05208 -2.11286 2.25137
H 0.73675 -2.31257 2.93429
H 0.13833 -1.17864 2.10223
*
```


Record 2
This record from the Open Molecules 2025 dataset describes C54H32Cl4IrN6S as an isolated structure in a non-equilibrium geometry. The level of theory is ωB97M-V/def2-TZVPD.

Summary:
gap between HOMO and LUMO (alpha / beta)	5.6775 / 5.2660	eV
molar mass	1130.99	g/mol
⟨S²⟩	6.132
total energy	-129210.851	eV
energy relative to the best compared isomer or geometry (same formula, charge and spin)	131.6	kcal per mole
E_HOMO (alpha / beta)	-9.211 / -10.412	eV

ORCA input file:
```
! RIJCOSX wB97M-V def2-TZVPD def2/J DEFGRID3
* xyz 1 5
Ir 0.40050 0.18080 -1.24800
Cl -6.02130 -2.61700 -7.08640
C -5.17030 -2.20150 -5.65710
C -5.10410 -0.87380 -5.23820
C -4.38680 -0.54000 -4.11690
C -3.72920 -1.51650 -3.33570
C -3.80930 -2.85200 -3.79690
C -4.50780 -3.18820 -4.92910
C -2.89770 -1.16690 -2.23190
C -2.17160 -2.17270 -1.51890
C -2.65600 -3.46880 -1.05290
C -1.63150 -4.08020 -0.43630
C -0.45070 -3.19450 -0.53320
C 0.79100 -3.68520 -1.43550
C 0.29000 -3.97640 -2.84000
C -0.01210 -2.97940 -3.76920
C -0.58550 -3.27340 -4.99230
C -0.86730 -4.58780 -5.32520
Cl -1.60790 -4.95160 -6.83830
C -0.58500 -5.59780 -4.41810
C -0.03340 -5.28670 -3.18870
C 2.48400 -1.57460 -0.43820
N 2.35180 -0.25850 -0.98170
C 3.53130 0.32890 -1.00370
C 3.67830 1.62530 -1.53330
C 5.04410 1.96210 -1.93920
C 5.71650 0.96710 -2.66560
C 7.03100 1.12030 -3.04540
C 7.71070 2.27570 -2.67900
Cl 9.36480 2.45690 -3.11130
C 7.06370 3.27460 -1.96120
C 5.73620 3.12390 -1.60350
C 2.51920 2.40970 -1.71160
C 2.52860 3.78950 -2.08120
C 1.25870 4.25880 -1.93870
C 0.44240 3.15610 -1.54550
N 1.21430 2.02700 -1.45400
C -0.94850 3.24860 -1.38010
C -1.84520 2.17290 -1.36760
C -3.26430 2.31610 -1.33670
C -3.78820 1.09680 -1.65060
C -2.69710 0.20440 -1.83570
N -1.52430 0.84720 -1.59180
C -1.56010 4.59590 -1.31950
C -2.42580 5.02130 -2.32660
C -3.09450 6.22470 -2.23290
C -2.91920 7.01420 -1.10450
Cl -3.80880 8.48250 -0.94710
C -2.03390 6.62590 -0.10690
C -1.34850 5.42990 -0.22370
C 4.49830 -0.55940 -0.37780
C 3.86570 -1.68680 0.01450
N -0.94100 -1.97290 -1.14780
H -5.60720 -0.10700 -5.80490
H -4.32310 0.49790 -3.83920
H -3.29050 -3.63240 -3.26790
H -4.53880 -4.21220 -5.26700
H -3.66840 -3.81750 -1.13380
H -1.61960 -5.03780 0.04950
H 0.15660 -1.93230 -3.56500
H -0.82950 -2.47700 -5.67830
H -0.81430 -6.62300 -4.66430
H 0.12450 -6.09110 -2.48760
H 5.18180 0.07150 -2.95050
H 7.53010 0.35720 -3.62180
H 7.60700 4.16300 -1.67990
H 5.25380 3.88630 -1.01050
H 3.39270 4.32860 -2.41240
H 0.89200 5.24820 -2.12450
H -3.80190 3.21900 -1.13100
H -4.82020 0.80690 -1.66770
H -2.57000 4.40130 -3.19570
H -3.75870 6.54570 -3.01950
H -1.89520 7.24850 0.76370
H -0.67860 5.12040 0.56510
H 5.53380 -0.32140 -0.22780
H 4.27180 -2.51430 0.55510
S 2.34960 -6.28870 1.36490
C 1.64720 -4.83740 0.57160
C 1.51920 -4.80460 -0.79880
C 1.52280 -2.34580 -1.30900
N 1.11410 -1.74460 -0.02170
C 0.35620 -2.74830 0.71940
C 1.11860 -3.84240 1.36210
C 3.94630 -5.68160 1.83960
C 4.48510 -6.05420 3.06440
C 5.73240 -5.55300 3.40330
N 6.41190 -4.73610 2.62250
C 5.91040 -4.40420 1.44910
C 4.68590 -4.86580 0.99400
H 1.95980 -5.56890 -1.41440
H 1.33370 -1.76670 -2.20810
H -0.26930 -2.21580 1.44080
H 1.21120 -3.86980 2.43350
H 3.94660 -6.70890 3.72810
H 6.20880 -5.81270 4.33950
H 6.52470 -3.74780 0.84770
H 4.32020 -4.61680 0.00990
*
```


Record 3
This record from the Open Molecules 2025 dataset describes C54H39Cl5N2OP2W as an isolated structure in a non-equilibrium geometry. The level of theory is ωB97M-V/def2-TZVPD.

Summary:
gap between HOMO and LUMO (alpha / beta)	6.4705 / 6.7448	eV
molar mass	1154.97	g/mol
⟨S²⟩	2.031
total energy	-144660.915	eV
energy relative to the best compared isomer or geometry (same formula, charge and spin)	0.0	kcal per mole
E_HOMO (alpha / beta)	-13.309 / -13.391	eV

ORCA input file:
```
! RIJCOSX wB97M-V def2-TZVPD def2/J DEFGRID3
* xyz 2 3
W -0.64831 -0.71326 0.54146
O 2.30298 1.00660 -0.82686
C 3.37291 1.07349 0.01404
C 4.35929 2.03445 -0.00289
C 5.31457 1.98062 1.00667
C 5.26871 0.99735 1.98498
C 4.25862 0.04284 1.97687
C 3.28761 0.08084 0.98409
P 1.93683 -1.12328 0.73210
C 2.32574 -2.36514 1.98223
C 2.87623 -3.61274 1.70974
C 3.22255 -4.46028 2.75194
C 3.04404 -4.05856 4.06735
C 2.51039 -2.80715 4.34658
C 2.14876 -1.96750 3.30835
C 2.27110 -1.70337 -0.95609
C 1.30201 -1.48793 -1.93218
C 1.53684 -1.78263 -3.26228
C 2.77011 -2.31216 -3.62824
C 3.75362 -2.51705 -2.67265
C 3.51374 -2.19899 -1.34239
C 2.06162 1.58104 -2.03686
C 2.98676 1.77115 -3.04111
C 2.52106 2.28924 -4.24532
C 1.17789 2.60137 -4.41522
C 0.27061 2.41014 -3.38040
C 0.71224 1.88553 -2.17221
P -0.21577 1.72900 -0.61164
C -1.77738 2.55975 -0.96082
C -2.21063 3.64146 -0.19378
C -3.42155 4.25249 -0.48260
C -4.18789 3.81005 -1.55346
C -3.75172 2.74573 -2.33001
C -2.55735 2.11556 -2.02616
C 0.70697 2.84726 0.49255
C 1.20980 2.45887 1.72785
C 1.97256 3.33543 2.48387
C 2.23627 4.61196 2.00761
C 1.74072 5.00511 0.77060
C 0.98323 4.12732 0.01287
H 4.37492 2.81054 -0.75337
H 6.10221 2.72035 1.02660
H 6.02742 0.96771 2.75250
H 4.24626 -0.72517 2.73627
H 3.04325 -3.93638 0.69059
H 3.64524 -5.43022 2.53622
H 3.32626 -4.71888 4.87421
H 2.36917 -2.49098 5.37067
H 1.72781 -0.99318 3.53762
H 0.30134 -1.09793 -1.67067
H 0.77448 -1.60326 -4.00628
H 2.96573 -2.55661 -4.66280
H 4.71576 -2.91564 -2.96243
H 4.30347 -2.32109 -0.61104
H 4.02490 1.50817 -2.89726
H 3.21616 2.45157 -5.05715
H 0.83434 3.01377 -5.35274
H -0.75991 2.70415 -3.52420
H -1.60461 4.02387 0.61787
H -3.75679 5.08458 0.11965
H -5.12307 4.30059 -1.78404
H -4.34994 2.39036 -3.15755
H -2.25043 1.26326 -2.62237
H 1.02629 1.45968 2.11956
H 2.36202 3.01764 3.44066
H 2.82626 5.29823 2.59820
H 1.94218 5.99863 0.39470
H 0.60745 4.45066 -0.95133
Cl -0.56208 -3.78835 2.87340
C -1.06067 -2.24687 3.44292
C -1.11788 -1.12508 2.60931
C -1.63346 0.01545 3.18478
Cl -1.77628 1.34219 2.04825
C -2.04297 0.17208 4.49745
Cl -2.65933 1.66765 5.05017
C -1.92297 -0.94566 5.32478
Cl -2.38145 -0.83025 6.96298
C -1.44202 -2.14878 4.78863
Cl -1.33144 -3.51233 5.81836
C -3.93749 -0.05861 -0.01113
N -2.77947 -0.96010 0.16741
C -3.09935 -2.21931 0.11341
C -2.06963 -3.17413 0.05789
C -2.07039 -4.53059 -0.13816
C -0.71991 -4.91199 -0.31300
C 0.03821 -3.78137 -0.20408
N -0.75231 -2.67221 0.02567
C -4.64813 -0.24815 -1.32814
C -4.07571 -0.87806 -2.42295
C -4.77737 -0.98579 -3.61865
C -6.05971 -0.47415 -3.72319
C -6.64430 0.14302 -2.62377
C -5.94248 0.25267 -1.43595
H -3.61181 0.97420 0.11653
H -4.63972 -0.26986 0.80250
H -4.14083 -2.51586 0.02186
H -2.93821 -5.16595 -0.16716
H -0.34282 -5.90043 -0.50353
H 1.10303 -3.69812 -0.29919
H -3.07364 -1.29521 -2.36188
H -4.32255 -1.48137 -4.46464
H -6.60920 -0.56853 -4.64847
H -7.65088 0.52911 -2.68865
H -6.40864 0.73168 -0.58443
*
```